Formula: C4H10OS
Source: the OMol25 dataset
Level of theory: ωB97M-V/def2-TZVPD

Each atom is followed by the atoms it is bonded to, with distances in Å.
Positions of all 16 atoms, in Å:
1 C 2.76586 0.96593 -0.54624  S6 1.665, H7 1.045, H8 1.103
2 C -1.76405 -0.24422 -0.96392  C3 1.519, H9 1.093, H10 1.090, H11 1.169
3 C -1.61055 -0.57260 0.51095  C2 1.519, C4 1.436, H12 1.037, H13 1.167
4 C -0.69375 0.27839 1.21542  C3 1.436, H14 1.073, H15 1.032
5 O 1.40734 -1.42087 -0.66115  S6 1.475
6 S 1.73169 -0.18335 0.07280  C1 1.665, O5 1.475, H16 1.476
7 H 2.50725 1.35620 -1.48074  C1 1.045
8 H 3.43476 1.61994 0.03756  C1 1.103
9 H -2.15329 0.77717 -0.98478  C2 1.093
10 H -0.73769 -0.14160 -1.31671  C2 1.090
11 H -2.27575 -1.13080 -1.52949  C2 1.169
12 H -1.29236 -1.55818 0.55716  C3 1.037
13 H -2.68468 -0.59728 0.96703  C3 1.167
14 H -0.47619 1.24281 0.79780  C4 1.073
15 H -0.87662 0.18857 2.22718  C4 1.032
16 H 2.71802 -0.58011 1.09715  S6 1.476

Results
* ΔE to the lowest compared entry with this formula, charge and spin: 581.2 kJ/mol
* maximum force: 3.502 eV Å⁻¹
* net charge: 0
* HOMO energy (alpha / beta): -8.4 / -7.9 eV
* orbital gap (alpha / beta): 8.64 / 7.10 eV